(1)
The ion C6H9N4O2 with charge +1 at a distorted geometry, computed with wB97M-V/def2-TZVPD.

Values from the calculation:
E_tot ... -16413.5245 eV
Structure (SMILES) ... CC(=O)C1(C(C)=O)N=NC(=[NH2+])N1
HOMO ... -0.5013 hartree
Energy relative to the best compared isomer or geometry (same formula, charge and spin) ... 139.22 kJ/mol
HOMO-LUMO gap ... 0.2951 Ha
Charge ... +1

Geometry as XYZ:
```
21
Properties=species:S:1:pos:R:3:lowdin_charge:R:1
C 0.15659 -0.53507 2.17733 -0.283
C -0.08977 1.51595 -0.41286 -0.386
C -0.22763 -0.92401 -1.30375 -0.391
C -0.21894 0.01587 -0.01857 -0.210
C -1.20775 1.85660 -1.36453 0.030
C 0.99719 -1.09393 -2.14486 0.045
N -1.20532 -0.15841 2.05577 0.084
N -1.64901 0.02990 0.97260 0.257
N 0.68083 -0.53040 0.95582 0.190
N 0.70725 -0.77601 3.36526 0.253
O 0.70479 2.17781 0.19263 0.138
O -1.25246 -1.48445 -1.52648 0.147
H -1.73790 0.94800 -1.42916 0.054
H -0.73464 2.31266 -2.30542 0.145
H -1.74332 2.77718 -1.06893 0.120
H 0.56070 -1.24996 -3.09623 0.102
H 1.43877 -1.96814 -1.68887 0.109
H 1.67147 -0.32185 -2.08109 0.066
H 1.73054 -0.42414 0.97466 0.223
H -0.00721 -0.75439 4.14496 0.175
H 1.42583 -1.41321 3.60171 0.131
```


(2)
The ion C6H9N6 with charge +1 at a distorted geometry, computed with wB97M-V/def2-TZVPD.

Values from the calculation:
E_tot ... -15298.0615 eV
HOMO ... -0.4527 hartree
Energy relative to the best compared isomer or geometry (same formula, charge and spin) ... 289.80 kJ/mol
HOMO-LUMO gap ... 0.3285 Ha
Charge ... +1

Geometry as XYZ:
```
21
Properties=species:S:1:pos:R:3:lowdin_charge:R:1
C -0.82569 0.02623 -0.34561 -0.267
C -1.07914 0.71813 1.80447 -0.251
C 1.66684 -0.27207 -2.24778 -0.161
C 0.39578 -1.89673 -0.90844 -0.192
C -0.26793 -0.72180 -1.47044 -0.046
C -0.72753 0.57225 3.28234 0.059
N -0.48425 -0.19823 0.99784 0.181
N -1.62357 1.08131 -0.37470 0.157
N 2.25274 -1.16390 -1.60654 0.013
N 1.67800 -2.06476 -0.90398 0.032
N -1.73236 1.51082 0.99872 0.126
N 1.82145 0.67250 -3.15373 0.165
H 0.18348 -0.83344 1.24609 0.115
H -0.10256 -2.59125 -0.16431 0.142
H -0.91912 -0.79603 -2.33396 0.127
H -0.61600 -0.61767 3.29070 0.151
H 0.23560 1.03118 3.44964 0.095
H -1.50409 0.92973 3.89848 0.073
H -2.25377 2.35775 1.29923 0.203
H 1.12855 1.39964 -3.20426 0.118
H 2.77354 0.85633 -3.55378 0.162
```


(3)
A structure of composition C6H9N6S at a distorted geometry, computed with wB97M-V/def2-TZVPD.

Values from the calculation:
E_tot ... -26129.6546 eV
Multiplicity ... 3
HOMO (alpha / beta) ... -0.4072 / -0.5193 hartree
HOMO-LUMO gap (alpha / beta) ... 0.2330 / 0.2931 Ha
Charge ... +1

Geometry as XYZ:
```
22
Properties=species:S:1:pos:R:3:mulliken_spin:R:1
C -3.04401 -0.30290 1.07019 0.012
C -3.35117 1.59788 0.23966 0.003
C 2.50871 2.25169 1.33199 0.151
C 1.61976 0.75127 -0.14837 0.332
C -1.25990 1.78693 -0.93866 0.610
C 0.12765 -2.17185 -1.53464 -0.004
N -3.90574 0.74164 1.00949 0.004
N -1.90931 -0.04521 0.44651 0.050
N 1.61008 1.41142 1.05191 -0.064
N -2.12724 1.16550 -0.17698 -0.018
N 0.89174 -1.06126 -1.31166 0.534
N 0.83215 -0.36682 -0.26418 0.014
S 0.17707 2.27779 -1.29431 0.274
H -3.13089 -1.20246 1.69548 0.003
H -3.75809 2.48733 -0.22509 -0.009
H 2.22136 2.71290 2.19197 0.016
H 3.21949 2.63597 0.72828 0.012
H 2.35423 1.00390 -0.96247 0.000
H -0.68735 -2.11801 -2.27922 0.060
H 0.67572 -2.91948 -2.03532 0.035
H -0.39653 -2.49517 -0.59162 -0.002
H 0.00871 -0.68553 0.41403 -0.012
```


(4)
A cluster of 3 separate species, C6H9NO in total, computed with wB97M-V/def2-TZVPD.

Values from the calculation:
E_tot ... -9897.1340 eV
HOMO (alpha / beta) ... -0.2253 / -0.2335 hartree
Energy relative to the best compared isomer or geometry (same formula, charge and spin) ... 817.25 kJ/mol
HOMO-LUMO gap (alpha / beta) ... 0.2529 / 0.2624 Ha

Geometry as XYZ:
```
17
Properties=species:S:1:pos:R:3:lowdin_charge:R:1
C 0.03110 0.70255 0.33645 -0.379
C 0.55680 -0.19163 -0.52333 -0.136
C 0.48192 1.27246 -0.95383 -0.040
N -0.35831 0.95536 1.55646 0.220
C 2.40538 -0.04102 0.66437 -0.166
C -1.52893 -0.57376 -1.05465 -0.084
C -2.01727 -1.63162 -0.43272 -0.111
O 2.38916 -0.34433 1.82747 -0.043
H 0.83140 -1.20476 -0.75538 0.116
H -0.28777 0.23652 2.26140 0.128
H -0.55330 1.89835 1.84917 0.127
H 3.36865 -0.17354 0.07574 0.068
H 1.39448 1.86122 -0.94965 0.093
H -0.26389 1.56902 -1.68171 0.085
H -2.00824 -0.12107 -1.92373 0.041
H -1.50703 -2.06779 0.42955 0.041
H -2.93416 -2.14598 -0.72563 0.038
```


(5)
An isolated molecule of C6H9NO at a distorted geometry, computed with wB97M-V/def2-TZVPD.

Values from the calculation:
E_tot ... -9900.8982 eV
Structure (SMILES) ... CC1=COC[C@@H]2N[C@@H]12
HOMO ... -0.3004 hartree
Energy relative to the best compared isomer or geometry (same formula, charge and spin) ... 454.06 kJ/mol
HOMO-LUMO gap ... 0.3344 Ha

Geometry as XYZ:
```
17
Properties=species:S:1:pos:R:3:lowdin_charge:R:1
C -2.34704 0.86591 0.43668 -0.065
C -0.90974 0.63166 0.23072 -0.262
C 0.14348 1.13246 0.93466 -0.092
C 1.80510 -0.28536 -0.14716 -0.123
C 0.64056 -1.17166 -0.26971 -0.308
C -0.40778 -0.35042 -0.78286 -0.260
H -2.71520 1.83180 0.77065 0.070
H -2.92365 0.52409 -0.41373 0.071
H -2.59035 0.14087 1.33564 0.121
H -0.10579 1.94734 1.61179 0.128
H 2.18477 0.05968 -1.12465 0.141
H 2.51568 -0.77858 0.49287 0.113
H 0.47686 -1.69962 0.72443 0.177
H -0.71202 -2.38358 -0.75087 0.080
H -0.06906 0.30530 -1.57813 0.148
N -0.22555 -1.72113 -1.31610 0.132
O 1.49626 0.89562 0.71634 -0.071
```


(6)
An isolated molecule of C6H9NO at a distorted geometry, computed with wB97M-V/def2-TZVPD.

Values from the calculation:
E_tot ... -9902.9172 eV
Structure (SMILES) ... [H]/N=C(/C(=C)C)C(C)=O
HOMO ... -0.3259 hartree
Energy relative to the best compared isomer or geometry (same formula, charge and spin) ... 259.25 kJ/mol
HOMO-LUMO gap ... 0.3441 Ha

Geometry as XYZ:
```
17
Properties=species:S:1:pos:R:3:lowdin_charge:R:1
C -0.91981 -1.79187 0.50089 0.088
C -1.02081 -0.43590 0.36912 -0.340
C 0.10079 0.44640 0.71465 -0.286
C 1.62115 -0.15540 0.23652 -0.405
C -2.26405 0.17512 -0.16225 -0.072
C 2.17244 0.70174 -0.83231 -0.025
N -0.06547 1.54956 1.27450 0.145
O 2.00084 -1.17236 0.62326 0.136
H -1.73777 -2.31372 0.03563 0.052
H 0.00882 -2.28621 0.70668 0.054
H -2.19820 0.84826 -1.10483 0.113
H -2.85058 -0.81095 -0.48706 0.111
H -2.72214 0.69322 0.61329 0.044
H 2.18161 1.74718 -0.82919 0.054
H 3.17419 0.31088 -1.22631 0.111
H 1.65578 0.37788 -1.78950 0.118
H 0.86320 2.11618 1.35692 0.101
```